# C24H27GeN3O5Ti

A structure of composition C24H27GeN3O5Ti at a distorted geometry (the ωB97M-V functional and the def2-TZVPD basis, the Open Molecules 2025 dataset).

The geometry in ORCA input format:
```
! RIJCOSX wB97M-V def2-TZVPD def2/J DEFGRID3
* xyz 3 2
Ti 0.183 -0.645 0.346
C 4.606 -2.329 0.144
C 4.047 -0.965 -0.038
N 2.766 -0.611 0.023
C 2.770 0.751 -0.199
C 4.005 1.241 -0.395
N 4.813 0.123 -0.277
C 4.232 2.695 -0.679
O 5.451 3.184 -0.829
O 3.249 3.374 -0.747
C 1.354 1.125 -0.142
O 0.779 1.120 1.006
O 0.634 0.666 -1.097
H 3.931 -3.069 -0.282
H 4.755 -2.547 1.203
H 5.568 -2.427 -0.355
H 5.816 0.084 -0.385
H 6.177 2.558 -0.724
O -1.593 -0.876 -0.125
C -2.535 -0.628 -1.016
C -2.293 -0.938 -2.451
C -2.226 0.343 -3.317
C -3.594 0.931 -3.650
C -4.406 1.415 -2.452
C -4.772 0.319 -1.459
N -3.627 -0.084 -0.601
H -3.097 -1.586 -2.814
H -1.356 -1.492 -2.522
H -1.722 0.069 -4.243
H -1.589 1.083 -2.824
H -4.177 0.188 -4.203
H -3.448 1.768 -4.333
H -5.344 1.839 -2.811
H -3.889 2.222 -1.925
H -5.143 -0.574 -1.966
H -5.545 0.654 -0.772
H -3.687 0.137 0.387
Ge -0.315 -3.683 -0.089
C 0.553 -2.802 1.421
C 0.177 -1.944 2.481
C 0.778 -2.027 3.723
C 1.736 -3.014 3.961
C 2.142 -3.855 2.938
C 1.594 -3.727 1.667
C -2.052 -4.331 -0.165
C -3.004 -4.095 0.845
C -4.238 -4.701 0.752
C -4.527 -5.533 -0.333
C -3.590 -5.767 -1.335
C -2.345 -5.170 -1.258
H 0.715 -4.067 -1.141
H -0.570 -1.148 2.369
H 0.498 -1.332 4.503
H 2.180 -3.104 4.944
H 2.909 -4.599 3.114
H 1.982 -4.366 0.878
H -2.768 -3.469 1.697
H -4.977 -4.549 1.527
H -5.496 -6.012 -0.388
H -3.828 -6.421 -2.162
H -1.609 -5.365 -2.030
*
```

The expectation value of S² is 0.753. As for the relative energy (zero: lowest compared OMol25 entry of this formula, charge and spin): 362.2 kJ/mol. The energy comes out at -4396.668853 Eh. The highest occupied orbital energy (alpha / beta) comes out at -17.49 / -17.50 eV.